# 1
Here is C20H22N2O4 in the gas phase in a non-equilibrium geometry from the OMol25 dataset. Energies are from the ωB97M-V functional and the def2-TZVPD basis.

Last column: natural (NBO) charge in e.
Element x y z (Å)
C  1.56733  6.15161  -1.51068  -0.65
C  1.48484  4.69949  -1.21182  0.32
C  2.45708  3.76581  -0.98066  -0.33
C  1.79249  2.54298  -0.75430  -0.28
C  0.44151  2.80586  -0.86174  0.22
C  -0.74640  2.02231  -0.72040  -0.19
C  -0.85341  0.67709  -0.66668  0.06
N  0.28252  -0.11947  -0.90013  -0.61
C  0.77361  -1.18520  -0.21351  0.66
O  0.18576  -1.73512  0.70380  -0.64
C  2.12303  -1.62819  -0.65895  -0.08
C  2.94584  -2.23622  0.28581  -0.18
C  4.21344  -2.66285  -0.06186  -0.21
C  4.66557  -2.50011  -1.36112  -0.19
C  3.84337  -1.91776  -2.31229  -0.21
C  2.57759  -1.47975  -1.96708  -0.21
H  1.93872  -1.05557  -2.72916  0.21
H  4.18847  -1.80723  -3.32960  0.22
H  5.65446  -2.83499  -1.63644  0.22
H  4.84785  -3.12606  0.67871  0.22
H  2.57162  -2.36191  1.29061  0.23
H  0.93774  0.33412  -1.52503  0.41
C  -2.23658  0.11579  -0.52102  0.64
O  -3.20337  0.84434  -0.68941  -0.65
N  -2.33743  -1.20009  -0.26550  -0.62
H  -1.53915  -1.70040  0.11702  0.43
C  -3.62130  -1.82192  -0.05919  -0.24
H  -3.64747  -2.76330  -0.61558  0.20
H  -4.38814  -1.14412  -0.43999  0.23
C  -3.88900  -2.13038  1.42546  0.09
C  -3.74025  -0.89806  2.33152  -0.44
H  -3.83802  0.02560  1.76604  0.23
C  -2.35116  -1.07934  2.94236  -0.44
H  -2.26590  -0.63851  3.93331  0.21
H  -1.58288  -0.65134  2.29966  0.22
C  -2.21529  -2.60062  2.97647  -0.07
H  -1.18275  -2.93716  2.86660  0.20
H  -2.63224  -3.00962  3.90892  0.16
O  -2.95359  -3.09992  1.87644  -0.54
H  -4.50218  -0.91385  3.11166  0.21
H  -4.89818  -2.56148  1.49568  0.18
H  -1.66840  2.58371  -0.66194  0.26
O  0.27211  4.12648  -1.13524  -0.39
H  2.26554  1.61782  -0.49233  0.23
H  3.51501  3.93142  -0.97016  0.23
H  1.09502  6.36843  -2.46804  0.23
H  2.60681  6.46279  -1.54501  0.23
H  1.04577  6.72490  -0.74522  0.23

Output
Molecular weight in g/mol: 354.4
ΔE to the lowest compared entry with this formula, charge and spin in kcal per mole: 50.6
Electronic energy in eV: -32267.59276
SMILES: Cc1ccc(/C=C(\NC(=O)c2ccccc2)C(=O)NC[C@@H]2CCCO2)o1
Total charge: 0
Largest force on an atom in eV/A: 1.222
E_HOMO in eV: -8.00


# 2
Here is C20H22N4O2 in the gas phase in a non-equilibrium geometry from the OMol25 dataset. Energies are from the ωB97M-V functional and the def2-TZVPD basis.

Last column: natural (NBO) charge in e.
Element x y z (Å)
O  4.22916  2.14885  3.35808  -0.60
C  3.42345  1.47941  3.94668  0.80
O  3.79059  0.45265  4.72812  -0.69
H  4.75599  0.35682  4.72154  0.50
C  1.92276  1.68667  3.95615  -0.33
C  1.51190  2.80628  2.99655  -0.42
C  1.66487  2.34816  1.54012  -0.22
N  0.95550  1.12246  1.22816  -0.45
C  1.36656  0.05619  2.12072  -0.23
C  1.18383  0.38752  3.60727  -0.42
H  1.55997  -0.43377  4.21689  0.23
H  0.12231  0.51419  3.82782  0.20
H  0.80286  -0.84502  1.86840  0.22
H  2.42619  -0.13802  1.92260  0.19
C  -0.48981  1.28546  1.11507  -0.24
C  -1.11127  0.07937  0.49530  -0.15
C  -1.09985  -0.28595  -0.84224  0.34
N  -1.78272  -1.46206  -0.94003  -0.20
N  -2.24123  -1.85134  0.25484  -0.26
C  -1.83711  -0.94863  1.12067  -0.03
H  -2.08447  -1.04913  2.15913  0.21
C  -1.99801  -2.27385  -2.06565  0.21
C  -3.20080  -2.96309  -2.16831  -0.23
C  -3.43111  -3.78083  -3.25854  -0.20
C  -2.46847  -3.91281  -4.24586  -0.22
C  -1.26352  -3.23970  -4.13007  -0.19
C  -1.01711  -2.42578  -3.03962  -0.24
H  -0.06778  -1.92234  -2.94385  0.23
H  -0.50439  -3.35356  -4.88909  0.22
H  -2.65303  -4.54610  -5.10040  0.21
H  -4.36664  -4.31357  -3.33930  0.22
H  -3.93303  -2.85061  -1.38446  0.24
N  -0.59234  0.40173  -1.92954  -0.37
C  0.61670  1.04052  -1.95732  -0.06
C  0.75356  1.64363  -3.17366  -0.29
C  -0.41969  1.37352  -3.91244  -0.29
C  -1.22855  0.60891  -3.12358  -0.06
H  -2.20653  0.21069  -3.31000  0.22
H  -0.63900  1.70865  -4.90689  0.22
H  1.59598  2.21704  -3.50607  0.22
H  1.26798  1.00136  -1.10696  0.24
H  -0.66226  2.15019  0.46579  0.22
H  -0.98361  1.47676  2.08067  0.18
H  1.31767  3.13281  0.86367  0.20
H  2.72504  2.17203  1.33836  0.21
H  2.14065  3.68174  3.16045  0.23
H  0.47481  3.08453  3.19336  0.20
H  1.67401  1.96804  4.98746  0.24

Output
Molecular weight in g/mol: 350.4
ΔE to the lowest compared entry with this formula, charge and spin in kcal per mole: 33.8
Electronic energy in eV: -31152.50003
SMILES: O=C(O)C1CCN(Cc2cnn(-c3ccccc3)c2-n2cccc2)CC1
Total charge: 0
Largest force on an atom in eV/A: 1.015
E_HOMO in eV: -8.37


# 3
Here is C20H22N4O3 in the gas phase in a non-equilibrium geometry from the OMol25 dataset. Energies are from the ωB97M-V functional and the def2-TZVPD basis.

Last column: natural (NBO) charge in e.
Element x y z (Å)
C  4.03792  0.66805  -2.12280  -0.61
H  3.28017  0.72902  -2.89867  0.20
H  4.65974  1.55706  -2.18643  0.21
H  4.65419  -0.20810  -2.30512  0.21
C  3.41178  0.57997  -0.73537  -0.22
N  2.75215  -0.70150  -0.52849  -0.45
C  2.58575  -1.03133  0.87477  -0.22
C  2.04704  -2.45810  1.00779  -0.23
N  0.78275  -2.55305  0.30865  -0.41
C  -0.35511  -2.60936  1.02823  0.65
O  -0.36807  -2.82581  2.22979  -0.62
C  -1.63642  -2.30330  0.33431  0.04
N  -1.96426  -2.54046  -0.91182  -0.11
O  -3.16805  -1.97438  -1.13215  -0.25
C  -3.59321  -1.37150  -0.00975  0.27
C  -2.66557  -1.56527  0.97408  -0.29
H  -2.67716  -1.25575  1.99628  0.25
C  -4.75577  -0.43792  -0.11033  -0.11
O  -4.37159  0.70165  -0.86764  -0.49
C  -3.17470  1.29205  -0.54348  0.30
C  -2.70412  1.41978  0.73979  -0.27
C  -1.42214  1.94991  0.97600  -0.11
C  -0.86049  2.05071  2.26604  -0.14
C  0.40907  2.54157  2.40527  -0.26
C  1.11088  2.92924  1.24998  0.04
N  0.62477  2.85244  0.04234  -0.43
C  -0.62531  2.37737  -0.12117  0.21
C  -1.16101  2.29000  -1.42489  -0.19
C  -2.39991  1.75848  -1.62911  -0.24
H  -2.81560  1.66113  -2.61978  0.23
H  -0.55376  2.63449  -2.24689  0.23
H  2.12005  3.31449  1.32836  0.19
H  0.87564  2.62881  3.37420  0.22
H  -1.43671  1.73251  3.12389  0.21
H  -3.29619  1.10992  1.58760  0.21
H  -5.57570  -0.88496  -0.67680  0.22
H  -5.10619  -0.16405  0.89152  0.19
C  0.91765  -2.20403  -1.08526  -0.24
H  -0.04023  -2.29836  -1.59306  0.25
C  1.47132  -0.78299  -1.20541  -0.22
H  1.61016  -0.54229  -2.25907  0.21
H  0.74029  -0.06874  -0.77966  0.17
H  1.63109  -2.90145  -1.53495  0.20
H  1.88253  -2.71367  2.05520  0.25
H  2.75400  -3.16079  0.55921  0.20
H  3.55697  -0.96661  1.36990  0.21
H  1.88853  -0.33596  1.38019  0.17
H  4.20725  0.66051  0.00987  0.19
H  2.71558  1.42055  -0.58517  0.19

Output
Molecular weight in g/mol: 366.4
ΔE to the lowest compared entry with this formula, charge and spin in kcal per mole: 96.9
Electronic energy in eV: -33198.60204
SMILES: CCN1CCN(C(=O)c2cc(COc3ccc4ncccc4c3)on2)CC1
Total charge: 0
Largest force on an atom in eV/A: 1.087
E_HOMO in eV: -8.59


What is the formula in the second record?
C20H22N4O2


Please write out number 3 again, unchanged.
Here is C20H22N4O3 in the gas phase in a non-equilibrium geometry from the OMol25 dataset. Energies are from the ωB97M-V functional and the def2-TZVPD basis.

Last column: natural (NBO) charge in e.
Element x y z (Å)
C  4.03792  0.66805  -2.12280  -0.61
H  3.28017  0.72902  -2.89867  0.20
H  4.65974  1.55706  -2.18643  0.21
H  4.65419  -0.20810  -2.30512  0.21
C  3.41178  0.57997  -0.73537  -0.22
N  2.75215  -0.70150  -0.52849  -0.45
C  2.58575  -1.03133  0.87477  -0.22
C  2.04704  -2.45810  1.00779  -0.23
N  0.78275  -2.55305  0.30865  -0.41
C  -0.35511  -2.60936  1.02823  0.65
O  -0.36807  -2.82581  2.22979  -0.62
C  -1.63642  -2.30330  0.33431  0.04
N  -1.96426  -2.54046  -0.91182  -0.11
O  -3.16805  -1.97438  -1.13215  -0.25
C  -3.59321  -1.37150  -0.00975  0.27
C  -2.66557  -1.56527  0.97408  -0.29
H  -2.67716  -1.25575  1.99628  0.25
C  -4.75577  -0.43792  -0.11033  -0.11
O  -4.37159  0.70165  -0.86764  -0.49
C  -3.17470  1.29205  -0.54348  0.30
C  -2.70412  1.41978  0.73979  -0.27
C  -1.42214  1.94991  0.97600  -0.11
C  -0.86049  2.05071  2.26604  -0.14
C  0.40907  2.54157  2.40527  -0.26
C  1.11088  2.92924  1.24998  0.04
N  0.62477  2.85244  0.04234  -0.43
C  -0.62531  2.37737  -0.12117  0.21
C  -1.16101  2.29000  -1.42489  -0.19
C  -2.39991  1.75848  -1.62911  -0.24
H  -2.81560  1.66113  -2.61978  0.23
H  -0.55376  2.63449  -2.24689  0.23
H  2.12005  3.31449  1.32836  0.19
H  0.87564  2.62881  3.37420  0.22
H  -1.43671  1.73251  3.12389  0.21
H  -3.29619  1.10992  1.58760  0.21
H  -5.57570  -0.88496  -0.67680  0.22
H  -5.10619  -0.16405  0.89152  0.19
C  0.91765  -2.20403  -1.08526  -0.24
H  -0.04023  -2.29836  -1.59306  0.25
C  1.47132  -0.78299  -1.20541  -0.22
H  1.61016  -0.54229  -2.25907  0.21
H  0.74029  -0.06874  -0.77966  0.17
H  1.63109  -2.90145  -1.53495  0.20
H  1.88253  -2.71367  2.05520  0.25
H  2.75400  -3.16079  0.55921  0.20
H  3.55697  -0.96661  1.36990  0.21
H  1.88853  -0.33596  1.38019  0.17
H  4.20725  0.66051  0.00987  0.19
H  2.71558  1.42055  -0.58517  0.19

Output
Molecular weight in g/mol: 366.4
ΔE to the lowest compared entry with this formula, charge and spin in kcal per mole: 96.9
Electronic energy in eV: -33198.60204
SMILES: CCN1CCN(C(=O)c2cc(COc3ccc4ncccc4c3)on2)CC1
Total charge: 0
Largest force on an atom in eV/A: 1.087
E_HOMO in eV: -8.59


Which of these has the highest ΔE to the lowest compared entry with this formula, charge and spin?
C20H22N4O3